DFT (ωB97M-V with the def2-TZVPD basis set) results for a molecular structure, C32H25BF4N4O5Se2Ti.

Output
Multiplicity = 1
Net charge = 0
Relative energy (zero: lowest compared OMol25 entry of this formula, charge and spin) = 28.84 kcal per mole
E_HOMO = -8.479 eV
Frontier orbital gap = 7.80 eV

Geometry (Å):
1 Ti -0.186330 -0.107360 -0.392742
2 C -2.237280 -1.825200 -3.954954
3 O -0.988170 -2.456178 -4.219618
4 C 0.125592 -1.666770 -4.217635
5 C 1.029431 -1.869159 -5.243223
6 C 2.191070 -1.111331 -5.341781
7 C 2.420251 -0.108581 -4.429783
8 C 1.539202 0.101183 -3.365353
9 C 1.697209 1.243544 -2.501385
10 N 0.905480 1.387195 -1.508194
11 N 0.796568 2.572025 -0.852227
12 C -0.316821 2.530681 -0.164527
13 O -1.115343 1.502939 -0.294532
14 C -0.676942 3.648989 0.712274
15 C 0.244549 4.658138 0.990456
16 C -0.104615 5.683386 1.850223
17 C -1.373206 5.715337 2.416651
18 C -2.290942 4.712852 2.139245
19 C -1.939914 3.669174 1.300208
20 C 0.399060 -0.723043 -3.197567
21 O -0.382132 -0.640545 -2.125431
22 H -2.996896 -2.458149 -4.409516
23 H -2.430745 -1.740545 -2.886512
24 H -2.273127 -0.830717 -4.406402
25 H 0.796879 -2.631686 -5.974986
26 H 2.881651 -1.283124 -6.155934
27 H 3.284548 0.538663 -4.519706
28 H 2.383722 2.046006 -2.764482
29 H 1.222513 4.618783 0.530955
30 H 0.608573 6.463816 2.081653
31 H -1.642704 6.521415 3.087130
32 H -3.277978 4.744489 2.580536
33 H -2.622334 2.852411 1.104567
34 Se -0.327019 -3.680592 -1.418570
35 Se -1.277823 -3.641519 0.669132
36 C -2.560710 -2.240089 0.377969
37 C -3.851385 -2.498072 0.828647
38 C -4.847559 -1.586061 0.565387
39 C -4.541299 -0.467211 -0.196688
40 C -3.243828 -0.282017 -0.608362
41 N -2.243368 -1.132216 -0.307416
42 C 1.467443 -2.918617 -1.355563
43 C 2.474782 -3.716203 -1.889790
44 C 3.770276 -3.233590 -1.914559
45 C 4.027754 -1.981779 -1.378864
46 C 2.969437 -1.248159 -0.878568
47 N 1.710120 -1.689133 -0.883401
48 H -4.035278 -3.402586 1.389876
49 H -5.852620 -1.744855 0.931250
50 H -5.297068 0.263755 -0.444287
51 H -2.972567 0.575768 -1.206131
52 H 2.222913 -4.695639 -2.271445
53 H 4.570691 -3.833712 -2.326800
54 H 5.030204 -1.578748 -1.350849
55 H 3.124756 -0.262797 -0.455482
56 F -1.362108 0.364408 1.876382
57 B -2.181043 -0.038882 3.022747
58 F -3.497004 0.323923 2.734315
59 F -1.697060 0.612534 4.140120
60 F -2.061953 -1.432263 3.152270
61 O 0.374888 -1.367517 1.229339
62 C 1.022972 -0.381697 1.642752
63 O 1.247777 0.533895 0.774074
64 C 1.520351 -0.200265 3.015059
65 C 1.616556 -1.269607 3.896798
66 C 2.056802 -1.045215 5.189712
67 C 2.384604 0.238615 5.601148
68 C 2.277513 1.308792 4.722811
69 C 1.852201 1.089789 3.425164
70 H 1.335672 -2.259631 3.561304
71 H 2.136728 -1.871417 5.883620
72 H 2.721545 0.410728 6.615404
73 H 2.518102 2.311830 5.048756
74 H 1.744781 1.907412 2.725333

Cartesian forces (eV/Å) of the 3 atoms listed first:
0.215 -1.069 -0.622
-0.136 0.012 0.053
0.128 0.047 -0.053